# C14H15F3N2O4

The molecule C14H15F3N2O4 (ωB97M-V/def2-TZVPD, OMol25).

Values from the calculation:
Relative energy (zero: lowest compared OMol25 entry of this formula, charge and spin)   0.0 kcal per mole
HOMO energy   -8.7 eV
SMILES string   CCO[C@@]1(C(F)(F)F)NC(=O)N(Cc2ccc(OC)cc2)C1=O
Orbital gap   9.36 eV

Geometry as ORCA input:
```
! wB97M-V def2-TZVPD RIJCOSX def2/J DEFGRID3
* xyz 0 1
N 1.3079 -1.6145 -0.2767
F 5.2550 0.1607 0.4637
H -4.5084 2.1567 -0.8537
H 1.0098 1.1261 1.5667
O -4.5505 0.4654 0.3510
C -3.4171 -0.1890 -0.0149
F 4.5491 -1.3452 -0.8931
H -6.0491 1.7162 -0.0777
H -5.4699 0.7875 -1.4822
O 1.6298 -0.1191 -1.9875
C 1.4031 1.7705 0.7693
C 2.9026 0.0332 0.1209
C -2.8734 -1.0472 0.9444
C -2.7817 -0.0592 -1.2455
H 0.7631 1.6673 -0.1153
H 0.3682 -2.4856 -1.8980
C -1.7267 -1.7606 0.6740
C -5.1652 1.3252 -0.5789
H -3.3754 -1.1360 1.8945
H 0.2034 -3.3468 -0.3320
H 1.8728 3.8326 0.4275
C 4.3263 -0.0931 -0.4648
H 0.4661 3.5638 1.4723
H 2.1052 3.3070 2.0955
O 1.4549 -2.6991 1.7622
F 4.5421 0.7237 -1.4844
N 2.7445 -0.8674 1.2315
C 0.1926 -2.3737 -0.8266
C -1.0947 -1.6396 -0.5603
H -1.1359 -0.6628 -2.4606
O 2.7386 1.3708 0.4434
C -1.6279 -0.7790 -1.5065
C 1.8687 -0.5459 -0.8926
H 3.2859 -0.8059 2.0786
C 1.4645 3.2169 1.2232
C 1.8044 -1.8320 1.0170
H -1.3115 -2.4189 1.4225
H -3.1713 0.5972 -2.0071
*
```

Atom charges from the natural (NBO) analysis, given in e for atoms 1 to 5: -0.467, -0.318, 0.176, 0.175, -0.490

---

# C14H15F4N3O2

A cluster of 2 separate species, C14H15F4N3O2 in total in a non-equilibrium geometry (ωB97M-V/def2-TZVPD, OMol25).

Values from the calculation:
Relative energy (zero: lowest compared OMol25 entry of this formula, charge and spin)   0.0 kcal per mole
HOMO energy   -7.9 eV
SMILES string   O=C1C(F)=C(F)C(=O)C(F)=C1F.CN1CCCN2CCCN=C12
Orbital gap   5.57 eV

Geometry as ORCA input:
```
! wB97M-V def2-TZVPD RIJCOSX def2/J DEFGRID3
* xyz 0 1
N 2.3178 -0.8507 -0.0919
O -5.1956 0.8539 -1.2663
C 1.8619 -2.3146 -1.9876
C -4.3491 1.2110 -0.4396
F -3.8504 3.2302 -1.6147
C 0.9898 -0.5486 0.0125
H 1.0299 -0.6193 -2.9830
F -5.0472 -0.3811 1.1859
H 3.5014 -1.3951 1.5312
O -1.0128 2.0086 1.9303
C -1.9746 1.7136 1.2128
C 2.7452 0.5869 1.8335
H -1.3576 -0.2734 0.0905
C -1.1683 -0.3917 -0.9747
C 2.8912 -1.6066 -1.1698
H -0.1214 -1.9516 -2.7669
H 0.8430 1.2922 2.5945
F -1.6109 3.6595 -0.1354
H 3.6103 -2.3122 -0.7414
C -2.9948 0.7137 1.5564
C 0.6983 -1.4078 -2.2925
C -2.3712 2.5686 0.0838
F -2.8349 0.0343 2.7106
C 1.2839 0.3878 2.1604
C -3.4840 2.3653 -0.6490
C 3.2818 -0.4961 0.9306
H 1.2321 -0.4022 2.9289
H 4.2262 -0.1927 0.4533
N 0.4432 0.0295 1.0395
H -1.8623 -1.1080 -1.4241
H 3.3263 0.5671 2.7626
N 0.1950 -0.8500 -1.0655
H 1.5078 -3.1900 -1.4391
C -4.1058 0.5023 0.8095
H 2.8979 1.5702 1.3778
H -1.3258 0.5809 -1.4547
H 2.3265 -2.6718 -2.9114
H 3.4570 -0.9122 -1.7972
*
```

Atom charges from the natural (NBO) analysis, given in e for atoms 1 to 5: -0.449, -0.441, -0.416, 0.395, -0.276

---

# C14H15F6N3O5S3Tc

A structure of composition C14H15F6N3O5S3Tc (ωB97M-V/def2-TZVPD, OMol25).

Values from the calculation:
HOMO energy (alpha / beta)   -15.3 / -15.2 eV
<S²>   3.77
Orbital gap (alpha / beta)   6.10 / 5.84 eV

Geometry as ORCA input:
```
! wB97M-V def2-TZVPD RIJCOSX def2/J DEFGRID3
* xyz 2 4
F -5.0342 0.9250 -0.9058
O -2.4298 0.9236 0.8233
C 0.5574 -0.1189 4.7125
Tc -0.1809 0.7433 0.6890
C 4.8607 -0.0917 0.4332
H 1.7417 -0.9331 7.7837
F -1.5115 5.3327 1.2882
H 5.6866 0.9780 4.5663
S -1.3186 3.4682 -0.5159
H 4.4856 -0.9803 3.5698
H 4.2126 -0.4858 -0.3475
H 4.0616 1.4433 4.0692
N 2.2661 -0.0759 3.0219
O 0.0555 0.3713 2.4638
H -2.2549 0.0605 6.5917
F -3.9272 0.4460 -2.7092
S -2.4664 1.0715 -0.6531
C -1.2155 -0.0901 6.3367
C -4.0148 0.2909 -1.4187
H 6.1088 1.6395 0.8238
C 2.8196 0.0093 1.8052
O -0.1360 2.5900 -0.0765
C 4.9356 -0.2019 2.9568
C 5.0338 1.1153 3.7051
C 1.0415 -0.6502 7.0106
H 4.5912 2.0147 -0.0088
C 5.3959 1.2846 0.0820
C 1.4750 -0.4842 5.7126
H 5.4632 1.8998 3.0851
O -0.9523 4.5348 -1.3513
C 1.0306 0.0511 3.3624
S 1.9494 0.2370 0.2589
C -0.7942 0.0786 5.0338
N 4.1172 -0.0953 1.7140
F -1.5721 3.3273 2.0960
F -3.3009 4.1323 1.0675
H 5.9131 1.2291 -0.8748
H 5.9140 -0.5468 2.6324
O -1.2398 0.3043 -1.0909
H -0.6394 -0.5853 8.3401
C -0.3017 -0.4535 7.3207
F -3.9857 -0.9672 -1.0640
H 2.5139 -0.6351 5.4563
H 5.6638 -0.8155 0.5595
H -1.5061 0.3610 4.2717
N -2.4621 2.5363 -1.1353
C -1.9940 4.1321 1.1280
*
```

Atom charges from the natural (NBO) analysis, given in e for atoms 1 to 5: -0.252, -0.905, -0.124, 1.485, -0.223

---

# C14H15IrN

A structure of composition C14H15IrN in a non-equilibrium geometry (ωB97M-V/def2-TZVPD, OMol25).

Values from the calculation:
HOMO energy (alpha / beta)   -4.5 / -8.1 eV
<S²>   8.85
Orbital gap (alpha / beta)   5.19 / 5.76 eV

Geometry as ORCA input:
```
! wB97M-V def2-TZVPD RIJCOSX def2/J DEFGRID3
* xyz 0 6
N -1.4118 -0.3224 1.3747
C 1.6015 0.0111 1.7691
H -1.8694 0.3342 2.0122
C -3.2221 -1.9756 1.2646
H -2.1622 2.5520 -0.3090
C -0.4164 1.9172 -1.5808
H 0.6162 0.5642 -3.0702
H 0.3090 2.7047 -1.4119
C -1.4574 0.0129 -2.4088
H -0.1765 -2.4964 0.2100
H -1.6457 -0.8968 -2.9742
H -3.3762 0.3325 -1.2824
C -1.0351 -1.9267 -0.1690
H 2.2530 0.7102 -1.4850
H 4.9864 0.5614 1.8521
C 2.9027 0.1383 2.2871
C -0.2443 0.7798 -2.4536
C -2.3695 0.6687 -1.5206
Ir -0.4528 0.0386 -0.3932
C 3.7293 0.6668 0.0924
C -1.9639 -1.4898 0.9521
C 2.4352 0.5439 -0.4274
C -1.7298 1.8366 -1.0065
H 3.0809 -0.0156 3.3505
H -3.8591 -1.4200 1.9346
C 3.9754 0.4647 1.4522
H 4.5477 0.9267 -0.5720
H -3.6145 -2.8284 0.7302
C 1.3657 0.1981 0.4022
H -1.5571 -2.3571 -1.0282
H 0.7606 -0.2339 2.4089
*
```

Atom charges from the natural (NBO) analysis, given in e for atoms 1 to 5: -0.625, -0.184, 0.370, -0.364, 0.242

---

# C14H15N2O5

A cluster of 2 separate species, C14H15N2O5 in total in a non-equilibrium geometry (ωB97M-V/def2-TZVPD, OMol25).

Values from the calculation:
HOMO energy   -3.3 eV
Orbital gap   5.05 eV

Geometry as ORCA input:
```
! wB97M-V def2-TZVPD RIJCOSX def2/J DEFGRID3
* xyz -1 1
C 0.8891 3.1402 -2.0720
C -0.7253 -1.2253 -1.8144
C 3.0231 4.0849 -2.6432
O -1.9397 -0.6470 3.7278
H 0.3626 -5.6757 3.2094
C -1.3422 0.6046 1.8694
C -0.0255 -4.4781 1.5138
O 1.6446 3.8062 -2.9835
N -1.1757 -0.8080 -2.8197
C -0.4687 2.8996 -2.4109
C 0.5492 2.0297 0.0504
H -0.3465 0.7183 2.2956
H 1.3406 -4.1886 3.1770
H -0.8177 3.2448 -3.3819
H 3.3819 4.6525 -3.5005
C 1.3912 2.6876 -0.8296
N -2.2649 -0.1084 2.6354
C -1.6864 1.0783 0.6312
H 0.9480 1.6850 1.0028
O -0.9019 -3.8277 -0.7859
H -2.7032 0.9126 0.2733
H 3.5993 3.1553 -2.5263
H -2.3202 2.0242 -1.7961
O -3.4371 -0.1686 2.1735
H 0.5981 -5.1344 0.8895
H -1.0776 -4.7560 1.3753
C -0.8087 1.7838 -0.2683
H -0.3955 -4.1181 3.5961
C -0.1559 -1.5906 -0.6257
H 0.4432 -0.9057 -0.0384
C -1.2852 2.2390 -1.5299
C 0.3529 -4.6111 2.9658
O 0.1636 -3.1216 1.0965
H 3.0988 4.6849 -1.7242
C -0.3456 -2.9228 -0.1643
H 2.4376 2.8563 -0.5677
*
```

Atom charges from the natural (NBO) analysis, given in e for atoms 1 to 5: 0.326, 0.322, -0.257, -0.411, 0.194

---

# C14H15N2O5Se2Te2Ti

A structure of composition C14H15N2O5Se2Te2Ti (ωB97M-V/def2-TZVPD, OMol25).

Values from the calculation:
Relative energy (zero: lowest compared OMol25 entry of this formula, charge and spin)   0.0 kcal per mole
HOMO energy (alpha / beta)   -1.1 / -1.1 eV
<S²>   0.79
Orbital gap (alpha / beta)   5.43 / 4.66 eV

Geometry as ORCA input:
```
! wB97M-V def2-TZVPD RIJCOSX def2/J DEFGRID3
* xyz -2 2
Ti 1.6519 1.3707 -1.6300
C 2.4044 -0.6151 0.4716
C -1.3386 -2.6536 -0.1977
C -2.6682 -0.6806 -0.7187
Te 0.6445 -0.7210 -5.7530
C -1.7533 -1.6808 -1.1525
O 1.4102 -0.5771 -1.6493
C -3.2310 -1.6321 2.8264
C -0.5032 1.5782 1.5958
H -1.2649 1.1612 2.2601
C 1.8359 -1.3740 -0.7221
Se -0.6780 1.9432 -2.6890
O 1.8119 -2.5912 -0.7522
H -0.5941 -3.3800 -0.4958
H -1.5359 -0.9317 -3.1684
C 0.3582 0.3917 1.1748
Se 3.8885 1.6354 -1.9554
H 0.5215 -0.2161 2.0778
C 2.4196 1.7154 1.2839
C -1.2446 -1.6827 -2.4488
H -1.4918 -3.3746 1.8063
O 1.3513 2.9708 -0.4090
H 0.0773 2.2907 2.1946
C 1.9602 3.0700 0.7340
C -2.7350 -1.6458 1.4855
C -1.8217 -2.6372 1.0853
H -0.4778 -2.3844 -2.7438
O 2.1660 4.0957 1.3542
H 3.4492 -0.4076 0.2286
N -3.6354 -1.6297 3.9067
N 1.6936 0.6588 0.5787
H 2.3354 -1.2187 1.3823
H -2.9415 0.1038 -1.4122
H 3.4782 1.6302 1.0361
H -3.8079 0.1266 0.8930
H -0.5543 2.6736 -0.0045
C -3.1427 -0.6628 0.5679
H -0.2066 -0.2155 0.4663
Te 1.0812 1.5878 -4.4446
O -1.2053 2.2312 0.5670
H 2.2928 1.6773 2.3705
*
```

Atom charges from the natural (NBO) analysis, given in e for atoms 1 to 5: 0.843, -0.344, -0.192, -0.169, -0.713

---

# C14H15NO3S2

The molecule C14H15NO3S2 in a non-equilibrium geometry (ωB97M-V/def2-TZVPD, OMol25).

Values from the calculation:
HOMO energy   -8.4 eV
SMILES string   Cc1ccc(S(=O)(=O)N2CCS[C@@H]2c2ccco2)cc1
Orbital gap   9.01 eV

Geometry as ORCA input:
```
! wB97M-V def2-TZVPD RIJCOSX def2/J DEFGRID3
* xyz 0 1
O 3.9166 -1.1697 1.0831
N 1.1190 0.9438 0.0723
H -4.4879 1.0636 -0.8109
C -1.4549 -0.5301 0.9512
H 1.9199 3.4764 -0.7618
H 1.5718 0.6711 -1.9340
C -3.6376 0.6161 -0.3178
C -1.4586 0.8140 0.6306
C 2.8451 -0.7185 0.4045
C 2.3627 -1.6977 -0.4167
S -0.0112 1.7751 1.0298
H -5.5127 -1.6276 0.5450
H -2.5643 -2.3541 0.8786
H -2.5024 2.4492 -0.2332
O -0.1876 3.1187 0.5571
C 2.3921 0.6749 0.6547
H -0.5922 -0.9468 1.4459
H 4.9582 -2.9522 1.1391
C 1.2593 1.4764 -1.2628
C -3.6592 -0.7391 -0.0054
C -2.5381 1.3962 -0.0021
S 3.6020 1.8920 -0.1017
C -2.5560 -1.3026 0.6321
H -4.5640 -2.5926 -0.5803
H -5.4235 -1.1517 -1.1490
H 2.3578 0.8759 1.7291
H 1.5095 -1.6327 -1.0602
C 2.3243 2.5670 -1.2063
C -4.8574 -1.5774 -0.3247
H 2.7702 2.7782 -2.1748
C 3.2030 -2.8210 -0.2224
O 0.3496 1.5647 2.3980
C 4.1293 -2.4375 0.6959
H 0.2939 1.8715 -1.5790
H 3.1233 -3.7738 -0.7038
*
```

Atom charges from the natural (NBO) analysis, given in e for atoms 1 to 5: -0.395, -0.674, 0.216, -0.103, 0.235